Entry 1:
ORCA calculation (the ωB97M-V functional and the def2-TZVPD basis) on a structure of composition C34H41Cl5GaNO3.

Last column: Löwdin charge in e.
Positions of all 85 atoms, in Å:
1 Ga 0.00000 0.00000 0.00000  -0.0224
2 Cl 2.28600 6.09653 2.12324  0.6928
3 Cl -0.18652 6.70974 0.27612  0.6997
4 Cl -1.77605 4.36729 -1.08197  0.7356
5 Cl 3.17556 3.11280 2.61551  0.7335
6 Cl 1.57061 0.75481 1.24469  1.2437
7 O 1.50692 -0.18666 -0.98768  -0.1066
8 O -0.64960 1.63427 -0.39344  0.1506
9 O -0.53403 -0.35775 1.68665  -0.1027
10 N -0.38058 -1.68663 -0.38969  0.0295
11 C -1.61704 -3.46904 3.02123  -0.0127
12 C 0.30655 5.05490 0.54892  -0.6428
13 C -0.48271 -0.55936 4.77559  -0.0477
14 C -0.76234 -6.46130 3.28658  -0.0599
15 C 2.10007 -1.43151 -2.98691  -0.0520
16 C 3.76931 0.59791 -2.60213  -0.0703
17 C 1.08904 2.41441 0.98095  -0.4118
18 C -1.55275 -5.87509 2.10006  -0.5392
19 C -2.76547 -0.09977 3.80243  -0.0495
20 C -1.44681 -2.13162 3.04997  -0.0924
21 C 0.61001 -3.37924 -3.54222  -0.1698
22 C -0.12034 -3.09170 -2.39515  0.0394
23 C -3.06868 -6.07416 2.34519  -0.0589
24 C -0.04577 -3.97093 -5.89894  -0.0548
25 C 1.44615 -5.51215 -4.58116  -0.0537
26 C 3.33501 -0.61013 -3.46466  -0.5142
27 C -1.20185 -6.72459 0.85248  -0.0765
28 C 4.56841 -1.54541 -3.53247  -0.0566
29 C 3.05300 -0.04183 -4.87805  -0.0571
30 C -0.39774 3.98925 -0.05456  -0.5031
31 C -0.65799 -3.86156 0.82017  0.0405
32 C -1.23582 -4.36807 1.92626  -0.1747
33 C -0.97605 -5.34811 -4.04754  -0.0685
34 C 0.25791 -4.52965 -4.49247  -0.5437
35 C -0.03432 2.62227 0.13732  -0.3839
36 C -0.61414 -2.40274 0.63545  -0.1749
37 C 1.34294 -1.15316 -1.81802  -0.2656
38 C 1.40868 4.78501 1.37249  -0.6622
39 C 1.80505 3.46082 1.59217  -0.6118
40 C -2.43308 -1.94963 5.41746  -0.0715
41 C -0.85979 -1.53033 1.81754  -0.2887
42 C 0.27106 -2.04619 -1.55431  -0.1569
43 C 1.71322 -2.54265 -3.80357  0.0114
44 C -1.77490 -1.20342 4.22932  -0.5221
45 H 2.30020 -2.74513 -4.69493  0.0955
46 H 2.98671 1.36249 -2.54646  0.0776
47 H 4.64992 1.09144 -3.03306  0.0806
48 H -1.87752 -4.72605 -4.00112  0.0848
49 H 3.89126 0.56865 -5.23439  0.0808
50 H -1.03678 -5.99514 4.23868  0.0738
51 H -1.75044 -6.38319 -0.03396  0.0797
52 H -0.00810 0.10892 4.05075  0.0628
53 H -0.33429 -4.77267 -6.58871  0.0813
54 H -0.68876 0.04104 5.66960  0.0809
55 H 1.70768 -5.90530 -3.59137  0.0895
56 H 2.15780 0.59125 -4.87364  0.0878
57 H -3.40102 -5.63256 3.29064  0.0725
58 H -3.32619 -7.13916 2.38902  0.0787
59 H 5.46642 -0.99603 -3.83925  0.0809
60 H 4.77157 -1.99597 -2.55361  0.0897
61 H -0.86822 -3.24645 -5.86646  0.0888
62 H -2.66399 -1.26003 6.23853  0.0796
63 H 0.25232 -1.32401 5.05394  0.0911
64 H -0.12953 -6.69092 0.62921  0.0821
65 H -1.18380 -6.16340 -4.75098  0.0829
66 H -3.66191 -5.62403 1.54015  0.0884
67 H 4.44152 -2.36213 -4.25064  0.0735
68 H -1.46481 -7.77816 1.00530  0.0797
69 H -0.82454 -5.80335 -3.06165  0.0796
70 H -1.01044 -3.64294 -2.12677  0.1111
71 H -3.37569 -2.42502 5.12171  0.0856
72 H 1.20618 -6.36561 -5.22607  0.0815
73 H -2.33948 0.58437 3.06254  0.0688
74 H 2.89799 -0.82586 -5.62646  0.0732
75 H 4.05255 0.29515 -1.58813  0.0818
76 H -0.95193 -7.53601 3.39242  0.0791
77 H 2.34438 -5.04131 -4.99529  0.0750
78 H 0.31635 -6.32629 3.14675  0.0871
79 H -2.03295 -3.95842 3.89515  0.0876
80 H -0.32978 -4.45351 -0.01920  0.0895
81 H -3.67686 -0.53157 3.37267  0.0912
82 H -3.06336 0.51488 4.66042  0.0804
83 H -1.77083 -2.72138 5.82724  0.0830
84 H 0.34334 1.53236 0.35734  0.0103
85 H 0.82016 -3.46519 -6.34018  0.0749

Values from the calculation:
E_LUMO   -1.24 eV
Net charge   0
Total energy   -5826.1045 Eh
HOMO-LUMO gap   0.165 hartree
E_HOMO   -5.72 eV

Entry 2:
ORCA calculation (the ωB97M-V functional and the def2-TZVPD basis) on a cluster of 2 separate species, C34H41ClNO3S in total.

Last column: Löwdin charge in e.
Positions of all 81 atoms, in Å:
1 Cl 1.66523 1.11114 0.28673  0.6249
2 S 0.83097 3.87593 0.93633  0.5368
3 O -1.90034 -3.00412 4.99673  -0.0086
4 O 1.62778 3.88444 2.14365  -0.3920
5 O -0.61241 3.81043 1.02254  -0.3889
6 N 4.29335 -4.02279 -2.44211  -0.0969
7 C 0.85060 -0.95003 3.96146  0.0389
8 C 1.43097 2.67465 -0.15633  -0.9261
9 C 4.74585 -2.91492 -0.32676  -0.1482
10 C -1.20147 -4.64836 2.75005  -0.5444
11 C -0.18995 -1.38006 4.73469  -0.0653
12 C 0.13198 6.08641 -0.62657  -0.0666
13 C -2.10103 -0.15440 5.82931  -0.0495
14 C 3.44906 -4.18729 -3.60867  -0.1710
15 C 2.35806 -1.13125 2.01464  -0.0345
16 C 6.47654 -4.41534 -1.41530  -0.1743
17 C 2.54057 7.43041 -0.17038  -0.0977
18 C 1.12557 5.49569 0.15722  -0.2664
19 C 2.02500 -2.27412 -0.14331  -0.0224
20 C -0.65465 -0.62711 6.00520  -0.5492
21 C 4.27814 -2.13564 0.72051  0.0267
22 C -1.17384 -5.68383 3.88156  -0.0541
23 C 0.21940 0.59592 6.27541  -0.0750
24 C 1.55457 8.02149 -0.96671  -0.1141
25 C 1.48553 -3.38233 -2.28887  -0.1490
26 C 6.18747 -3.31148 -0.39569  -0.1555
27 C 3.84731 -3.32744 -1.35365  -0.1037
28 C 0.35088 7.34783 -1.19538  -0.0991
29 C 5.71032 -4.16419 -2.70207  -0.1754
30 C -0.91081 -2.60484 4.33566  -0.2702
31 C 2.00909 -4.47289 -3.21681  -0.1723
32 C -2.66873 -4.32308 2.44617  -0.0509
33 C 2.32419 6.16812 0.39696  -0.0645
34 C -0.59174 -5.29441 1.50577  -0.0751
35 C 2.90059 -1.83266 0.88165  -0.2470
36 C -0.44879 -3.35686 3.15805  -0.0618
37 C 2.47016 -2.98791 -1.23989  -0.1407
38 C 0.63958 -2.88617 2.47589  0.0332
39 C 1.29185 -1.64294 2.78202  -0.1852
40 C -0.59669 -1.53775 7.23758  -0.0553
41 H -1.70616 -6.58918 3.56300  0.0807
42 H 1.94694 -5.44560 -2.71419  0.1188
43 H 1.39215 -4.52341 -4.11739  0.1100
44 H 3.47931 7.95193 0.02435  0.0940
45 H 1.26154 0.30379 6.44753  0.0853
46 H 1.39619 -0.04034 4.22899  0.1170
47 H -1.66248 -5.27949 4.77181  0.0746
48 H -0.91973 -0.97569 8.12231  0.0807
49 H -3.19142 -5.23394 2.12912  0.0811
50 H -0.81822 5.57863 -0.77912  0.1072
51 H -0.60228 -4.60266 0.65417  0.0790
52 H 2.90348 -0.28452 2.42348  0.1103
53 H 7.54655 -4.45433 -1.63917  0.1090
54 H -2.41818 0.40080 6.71980  0.0819
55 H -3.15180 -3.92302 3.34143  0.0754
56 H 0.42471 -1.89727 7.40318  0.0857
57 H 6.10226 -3.25551 -3.19574  0.1327
58 H -0.42993 7.80400 -1.80689  0.0940
59 H 1.22923 -2.48794 -2.87948  0.1301
60 H 0.96387 -2.02189 -0.08285  0.1294
61 H 0.17386 1.30333 5.43946  0.0924
62 H 6.19011 -5.39024 -1.00169  0.1181
63 H 5.83380 -4.99626 -3.40534  0.1161
64 H 1.30515 2.86513 -1.21958  -0.0115
65 H -0.13852 1.11310 7.17412  0.0837
66 H 3.07760 5.71914 1.04105  0.1098
67 H -2.75595 -1.01811 5.68912  0.0733
68 H -2.73062 -3.57894 1.64471  0.0910
69 H 1.04524 -3.47843 1.65580  0.0948
70 H 6.53106 -3.63680 0.59381  0.1168
71 H 3.48581 -3.27574 -4.23372  0.1337
72 H 3.86348 -5.01018 -4.20228  0.1157
73 H 6.78585 -2.42469 -0.65424  0.1229
74 H -1.18285 -6.17633 1.22537  0.0830
75 H -2.17788 0.49949 4.95376  0.0948
76 H -1.25942 -2.39575 7.10078  0.0722
77 H 4.97998 -1.77185 1.47500  0.1265
78 H 1.72038 9.00896 -1.40244  0.0911
79 H -0.14212 -5.95412 4.13151  0.0866
80 H 0.43681 -5.62676 1.69134  0.0877
81 H 0.55231 -3.71632 -1.81474  0.1144

Values from the calculation:
E_LUMO   1.60 eV
Net charge   -1
Total energy   -2459.0214 Eh
HOMO-LUMO gap   0.153 hartree
E_HOMO   -2.57 eV

Q: Which of these has the lowest net charge?
A: C34H41ClNO3S

Q: HOMO-LUMO gap of number 2 (C34H41ClNO3S)?
A: 0.153 hartree

Q: HOMO-LUMO gap of number 2 (C34H41ClNO3S)?
A: 0.153 hartree